(1)
102
Properties=species:S:1:pos:R:3:lowdin_charge:R:1 method="wB97M-V/def2-TZVPD" energy_ev=-166687.39607 gap_ev="5.37 / 5.85" de_lowest_ev=0.000 charge=-2 multiplicity=6
Mn -0.0449 -0.6363 -0.7671 0.62
C 1.2422 2.0171 -4.1583 -0.04
C 0.5092 1.3317 -3.0455 -0.29
N 1.0874 0.7558 -2.0598 -0.03
N 2.4399 0.7111 -2.0231 0.07
C 2.8372 0.0238 -0.9421 -0.48
O 2.1063 -0.4655 -0.0581 -0.11
C 4.3208 -0.1472 -0.8037 -0.14
C 5.2250 0.5528 -1.5971 -0.04
C 6.5894 0.3714 -1.4280 -0.10
C 7.0628 -0.5153 -0.4690 -0.12
C 6.1631 -1.2180 0.3215 -0.09
C 4.7984 -1.0317 0.1574 -0.02
C -0.9705 1.2751 -3.0533 -0.22
C -1.7011 1.9582 -4.0222 -0.03
C -3.0839 1.8917 -4.0095 -0.08
C -3.7051 1.1407 -3.0333 -0.06
C -2.9072 0.4870 -2.1061 -0.13
N -1.5817 0.5518 -2.1056 0.08
H 2.3089 1.9112 -3.9880 0.06
H 0.9916 3.0811 -4.2009 0.08
H 0.9874 1.5697 -5.1232 0.08
H 4.8358 1.2362 -2.3394 0.10
H 7.2881 0.9247 -2.0448 0.09
H 8.1294 -0.6563 -0.3376 0.09
H 6.5256 -1.9114 1.0710 0.09
H 4.0760 -1.5633 0.7643 0.11
H -1.1855 2.5416 -4.7720 0.10
H -3.6638 2.4241 -4.7541 0.10
H -4.7813 1.0517 -2.9773 0.10
H -3.3445 -0.1246 -1.3253 0.04
O 0.0448 -1.8448 -2.5105 -0.14
C 0.1905 -3.0590 -2.8781 -0.37
C 0.0044 -3.4230 -4.2439 -0.03
C 0.1209 -4.7197 -4.6852 -0.13
C 0.4328 -5.7527 -3.7966 -0.14
C 0.6363 -5.4313 -2.4678 -0.07
C 0.5449 -4.1230 -1.9897 -0.09
C 0.8220 -3.8367 -0.5856 -0.31
N 0.5449 -2.7335 0.0801 0.03
C 0.9910 -2.9164 1.3654 -0.15
C 1.5436 -4.1495 1.4923 -0.10
N 1.4356 -4.7266 0.2463 0.10
H -0.2486 -2.6183 -4.9247 0.10
H -0.0427 -4.9428 -5.7350 0.09
H 0.5003 -6.7794 -4.1325 0.08
H 0.8479 -6.2379 -1.7720 0.09
H 0.8734 -2.1482 2.1108 0.09
H 1.9694 -4.6687 2.3322 0.10
H 1.7389 -5.6472 -0.0082 0.13
C -5.9793 -1.7738 1.2567 -0.41
S -5.0546 -2.1888 2.7552 0.77
C -3.9453 -3.3912 2.1362 -1.03
C -2.9247 -3.1496 1.2648 -1.10
S -2.4943 -1.6730 0.5251 0.58
S -2.0013 -4.6022 0.8695 0.93
C -2.8615 -5.7518 1.8130 -1.53
S -2.4507 -7.3632 1.9181 0.40
S -4.1676 -5.0439 2.6658 0.86
H -6.5924 -0.9036 1.4911 0.02
H -6.6129 -2.6036 0.9459 0.03
H -5.2689 -1.5138 0.4722 -0.01
C 1.6848 0.0384 3.5226 -0.24
Si -0.0478 0.8086 3.3224 0.31
C -0.1177 2.1310 4.6941 -0.23
C -1.3230 -0.4745 3.8764 -0.23
Si -0.3427 1.4932 1.0984 0.39
Si 1.2499 3.2229 0.9537 0.32
C 0.9530 4.7679 2.0315 -0.23
C 1.4006 3.9898 -0.7768 -0.22
C 3.0018 2.7031 1.4539 -0.21
Si -2.3384 2.7283 1.0659 0.31
C -2.6769 3.9985 2.4482 -0.23
C -3.9115 1.6663 1.1478 -0.24
C -2.4191 3.7664 -0.5319 -0.23
H 1.6526 -0.8265 4.1943 0.02
H 2.3733 0.7668 3.9585 0.01
H 2.0986 -0.2784 2.5625 0.00
H 0.0155 1.6469 5.6704 0.02
H -1.0784 2.6483 4.7056 0.00
H 0.6709 2.8783 4.5827 0.00
H -0.9195 -1.0841 4.6928 0.02
H -1.6307 -1.1323 3.0616 -0.03
H -2.2242 0.0251 4.2449 0.02
H 0.0156 5.2678 1.7819 0.00
H 1.7679 5.4806 1.8473 0.02
H 0.9420 4.5376 3.0981 0.00
H 0.4837 4.5241 -1.0422 0.01
H 1.5961 3.2368 -1.5404 -0.01
H 2.2283 4.7083 -0.7888 0.02
H 3.0287 2.4133 2.5062 0.01
H 3.6791 3.5550 1.3215 0.02
H 3.3877 1.8667 0.8693 0.01
H -2.6938 3.5096 3.4243 0.00
H -3.6679 4.4441 2.2872 0.02
H -1.9456 4.8059 2.4861 0.00
H -4.2609 1.6193 2.1836 0.02
H -3.7601 0.6364 0.8246 -0.06
H -4.7086 2.1201 0.5463 0.02
H -1.9514 4.7418 -0.3671 0.01
H -3.4592 3.9397 -0.8303 0.02
H -1.9039 3.2869 -1.3679 0.00

---

(2)
94
Properties=species:S:1:pos:R:3:lowdin_charge:R:1 method="wB97M-V/def2-TZVPD" energy_ev=-73835.01172 gap_ev="3.69 / 4.18" de_lowest_ev=2.227 charge=+2 multiplicity=3
W 0.6885 -0.9117 2.0855 1.41
C -1.5716 1.9907 2.4454 -0.05
C -1.3752 0.7744 1.8665 -0.17
C -1.0241 0.5129 0.4364 -0.32
C 0.4915 0.5071 0.1185 -0.31
C 1.4688 1.4414 1.0082 -0.18
C 1.1803 2.7443 1.0049 -0.05
C -0.1618 3.4432 0.7503 -0.15
C -1.2230 3.3408 1.8546 -0.16
C 0.8883 -2.9566 2.0991 -0.23
H -2.1087 1.9681 3.4371 0.13
H -1.5081 -0.1979 2.4620 0.09
H -1.5502 1.1935 -0.2868 0.07
H -1.4109 -0.5118 0.2272 0.05
H 0.8714 -0.5371 -0.1531 0.00
H 0.6038 1.0461 -0.8526 0.12
H 2.5194 1.1104 0.7972 0.11
H 2.0492 3.4735 1.0793 0.16
H -0.5980 3.2447 -0.2674 0.12
H 0.0834 4.5261 0.6300 0.13
H -0.9477 4.0039 2.6882 0.12
H -2.1460 3.7559 1.4299 0.13
H 1.0230 -3.5486 3.0064 0.05
H 1.5770 -3.3737 1.3477 0.03
H -0.1390 -3.1296 1.7306 0.02
P 1.9912 -1.0059 -2.2083 1.12
P -1.8915 -0.4478 -2.2070 1.18
N 3.4340 -0.0624 -2.6987 -0.26
N 2.4575 -2.3470 -3.3104 -0.26
N -2.2404 1.2105 -2.8538 -0.24
N -3.3460 -1.1137 -3.1918 -0.24
C 0.7573 -0.1816 -3.3709 -0.39
C -0.5980 -0.9169 -3.4436 -0.39
C 4.6200 0.0482 -1.9401 -0.15
C 5.5813 0.6930 -2.7183 -0.08
C 4.9809 1.0072 -3.9811 -0.06
C 3.6777 0.5531 -3.9223 -0.17
C 2.6068 -3.6760 -2.9030 -0.16
C 2.9860 -4.4446 -3.9932 -0.08
C 3.0991 -3.5625 -5.1195 -0.06
C 2.7740 -2.2912 -4.6759 -0.13
C -2.8715 2.1922 -2.0651 -0.16
C -2.6474 3.4388 -2.6426 -0.08
C -1.8376 3.2427 -3.7970 -0.06
C -1.6500 1.8744 -3.9228 -0.16
C -3.8899 -0.7832 -4.4411 -0.14
C -5.0218 -1.5657 -4.6809 -0.07
C -5.1620 -2.4433 -3.5534 -0.09
C -4.1184 -2.1585 -2.6822 -0.18
H 1.1494 -0.0816 -4.4018 0.07
H 0.6269 0.8515 -3.0034 0.06
H -1.0096 -0.8875 -4.4707 0.09
H -0.4418 -1.9838 -3.2127 0.07
H 4.6510 -0.3156 -0.9245 0.08
H 6.6124 0.9022 -2.4342 0.10
H 5.4325 1.4714 -4.8322 0.10
H 2.9034 0.6421 -4.6717 0.09
H 2.4221 -3.9368 -1.8718 0.08
H 3.1408 -5.5174 -3.9955 0.10
H 3.3644 -3.8281 -6.1333 0.10
H 2.7579 -1.3549 -5.2087 0.08
H -3.4503 1.9184 -1.2084 0.10
H -3.0381 4.3734 -2.2686 0.10
H -1.3997 3.9875 -4.4508 0.11
H -1.1290 1.3352 -4.6913 0.10
H -3.4531 -0.0290 -5.0680 0.09
H -5.6814 -1.5173 -5.5358 0.10
H -5.9292 -3.1899 -3.3855 0.10
H -3.8332 -2.6009 -1.7441 0.08
C 2.4815 -0.2882 2.9965 -0.29
Si 1.3575 0.4435 4.4673 0.54
C 1.8168 -0.0110 6.2491 -0.14
C 0.9539 2.2856 4.5282 -0.14
N 0.0531 -0.6608 3.9795 -0.21
C -1.0990 -0.8981 4.7785 -0.31
C -1.9870 -1.9239 4.3939 -0.03
C -3.3209 -1.8630 4.8405 -0.03
C -3.7472 -0.7954 5.6715 -0.03
C -2.8228 0.1615 6.1482 -0.04
C -1.4821 0.0932 5.7454 -0.03
H 3.0585 -0.9103 3.6824 0.08
H 3.0214 0.5910 2.6388 0.05
H 2.5378 -1.0515 2.0241 0.10
H 2.7936 0.4246 6.5121 0.05
H 1.1023 0.3278 7.0194 0.06
H 1.8997 -1.1025 6.3354 0.05
H 1.2908 2.8065 3.6223 0.02
H -0.1066 2.5270 4.7078 0.04
H 1.5246 2.6914 5.3820 0.06
H -1.6611 -2.6980 3.6874 0.11
H -3.9981 -2.6578 4.5318 0.12
H -4.7849 -0.7110 5.9731 0.12
H -3.1614 0.9561 6.8487 0.13
H -0.7875 0.8546 6.1271 0.09

---

What largest force on an atom values result from the calculations? In sequence: 0.016 0.119 hartree/bohr.